Computed, not measured: a 3-piece molecular cluster, C6H14O2 overall at a distorted geometry, with ωB97M-V/def2-TZVPD.

The geometry in XYZ format:
```
22
Properties=species:S:1:pos:R:3:forces:R:3
C 0.303 -1.131 0.451 -0.400 0.876 -0.679
O 2.806 -0.125 -1.480 -0.471 -0.477 -0.156
C 0.235 0.339 0.017 0.144 -0.125 0.312
C -0.918 1.078 0.680 -0.222 -0.669 -0.028
C -2.149 0.386 0.031 1.795 0.251 0.047
C -2.421 0.762 -1.265 -1.583 -0.286 0.820
C -2.556 -0.769 0.675 -1.464 1.406 -0.170
H 1.325 -1.443 0.228 0.071 -0.382 0.150
H -0.393 -1.723 -0.169 -0.014 -0.257 0.195
H 2.877 -0.332 -0.417 0.627 0.903 -0.670
H 1.200 0.799 0.253 0.074 0.102 0.100
H 0.137 0.400 -1.072 0.223 -0.023 -0.073
H -0.891 0.830 1.744 -0.195 0.197 0.028
H -0.953 2.161 0.576 0.135 -0.064 -0.258
H -1.856 1.432 -1.900 0.296 0.104 0.405
H -3.442 0.553 -1.579 0.272 -0.410 -0.616
H -3.199 -1.507 0.214 0.348 -0.217 -0.128
H 0.121 -1.287 1.513 0.066 0.070 0.042
H -2.489 -0.737 1.755 0.468 -0.622 -0.044
H 3.781 -0.307 1.306 -0.031 0.012 -0.042
H 3.649 0.170 -1.830 0.012 -0.089 0.323
O 2.883 -0.223 0.969 -0.151 -0.302 0.440
```
Forces are in eV/Å.

Output
energy above the lowest of the compared OMol25 structures with the same formula, charge and spin: 164.8 kcal/mol
HOMO: -7.277 eV
strongest force on any atom: 2.04 eV/A
E: -387.2449 Ha
frontier orbital gap: 3.4 eV